Record 1
DFT (ωB97M-V with the def2-TZVPD basis set) results for an isolated ion of composition CHNO4S and charge -2.

Values from the calculation:
Frontier orbital gap = 7.191 eV
E_tot = -792.597565 Ha
HOMO = -0.1 eV
SMILES = O=CN=S(=O)([O-])[O-]
Net charge = -2
Largest force on an atom = 2.516 eV/A
Relative energy (zero: lowest compared OMol25 entry of this formula, charge and spin) = 0.0 kJ/mol

Each line ends with the Mulliken charge.
Cartesian coordinates (Å):
O (0.61668, -1.17095, -1.54954)  -0.685
C (0.80666, -1.12176, -0.32941)  -0.113
N (0.41221, -0.37807, 0.64100)  -0.424
S (-0.62941, 0.88828, 0.31084)  1.101
O (-1.90784, 0.37238, -0.22330)  -0.716
O (-0.84571, 1.49616, 1.64904)  -0.761
O (0.02069, 1.86448, -0.58933)  -0.716
H (1.52672, -1.95053, 0.09070)  0.313

Record 2
DFT (ωB97M-V with the def2-TZVPD basis set) results for C34H45InN5O2P2 as an isolated structure.

Values from the calculation:
Frontier orbital gap = 7.946 eV
E_tot = -2619.445071 Ha
HOMO = -11.0 eV
Net charge = +1
Largest force on an atom = 0.953 eV/A

Each line ends with the Mulliken charge.
Cartesian coordinates (Å):
In (1.01090, -0.42948, -0.01769)  1.212
N (1.21071, -2.70181, -0.28307)  -0.314
C (0.51322, -3.07307, -1.47925)  0.571
C (-0.50951, -4.00737, -1.42135)  -0.773
C (-1.21713, -4.33998, -2.56572)  -0.729
C (-0.89940, -3.72948, -3.77090)  -0.950
C (0.11947, -2.78985, -3.81429)  -0.884
C (0.84827, -2.43804, -2.67730)  0.596
C (1.90108, -1.37720, -2.79155)  0.203
C (2.72866, -1.38414, -3.91666)  -0.885
C (3.58137, -0.32413, -4.19102)  -1.025
C (3.60503, 0.77858, -3.34879)  -0.834
C (2.81364, 0.78165, -2.20734)  -0.729
C (1.97962, -0.29415, -1.89904)  1.125
H (1.04165, -3.32721, 0.49694)  0.318
H (2.22562, -2.61524, -0.42186)  0.554
H (-0.74121, -4.48630, -0.47629)  0.448
H (-2.00966, -5.07469, -2.51398)  0.417
H (-1.44221, -3.98029, -4.67238)  0.415
H (0.34954, -2.29534, -4.75051)  0.476
H (2.69095, -2.22894, -4.59514)  0.587
H (4.21485, -0.35676, -5.06773)  0.410
H (4.25077, 1.61929, -3.56711)  0.444
H (2.87108, 1.63857, -1.54516)  0.531
C (5.86525, -0.67477, 0.99535)  -1.477
C (4.45497, -1.14978, 0.83320)  0.470
N (3.94377, -1.50173, -0.28676)  -0.023
O (4.80468, -1.33359, -1.36707)  -0.550
C (3.54863, -1.27750, 2.00118)  0.277
C (4.08920, -1.70799, 3.33004)  -1.897
N (2.30829, -1.01354, 1.79550)  0.246
O (1.41228, -1.17661, 2.74094)  -0.578
H (6.06900, 0.12268, 0.28104)  0.390
H (6.56372, -1.48192, 0.76839)  0.346
H (6.05230, -0.31451, 2.00327)  0.395
H (4.25207, -1.53861, -2.13765)  0.400
H (4.80302, -2.52445, 3.21201)  0.457
H (3.27853, -2.02306, 3.97877)  0.394
H (4.61307, -0.88004, 3.81450)  0.377
C (-2.78979, -1.33708, -1.68485)  -1.830
P (-1.59247, -0.09749, -1.10328)  1.514
C (-2.50981, 0.66180, 0.30308)  -0.294
N (-3.73884, 1.02689, 0.02049)  -0.023
C (-4.50338, 1.55636, 0.99915)  0.147
C (-5.81776, 2.00387, 0.71125)  -0.541
C (-6.58081, 2.51445, 1.71537)  -0.562
C (-6.08118, 2.59030, 3.04527)  -0.603
C (-4.82574, 2.15870, 3.34494)  -0.605
C (-4.00460, 1.63932, 2.31198)  0.163
N (-2.75584, 1.20995, 2.59705)  0.065
C (-1.98243, 0.76435, 1.63251)  -0.320
P (-0.28735, 0.11852, 2.21501)  1.133
C (-1.02792, -0.98707, 3.46404)  -1.846
C (0.41757, 1.67525, 2.98718)  1.721
C (0.41732, 2.74323, 1.88562)  -1.594
C (-0.40295, 2.16875, 4.18734)  -1.737
C (1.86097, 1.46211, 3.46037)  -1.858
C (-1.56947, 1.22958, -2.41228)  1.633
C (-0.75716, 2.39474, -1.84235)  -1.683
C (-2.94422, 1.72558, -2.85812)  -1.762
C (-0.85482, 0.63581, -3.63589)  -1.834
H (-3.76840, -0.87539, -1.80901)  0.520
H (-2.85683, -2.14216, -0.95342)  0.427
H (-2.44243, -1.76567, -2.62472)  0.325
H (-6.17977, 1.92988, -0.30566)  0.485
H (-7.58312, 2.86451, 1.50758)  0.409
H (-6.71328, 2.99481, 3.82461)  0.408
H (-4.42872, 2.20259, 4.35038)  0.478
H (-1.83130, -0.45660, 3.96932)  0.487
H (-0.27461, -1.32253, 4.16727)  0.467
H (-1.44538, -1.85767, 2.95576)  0.319
H (-0.58528, 2.94982, 1.50685)  0.320
H (1.05550, 2.45868, 1.04199)  0.206
H (0.81492, 3.67679, 2.28980)  0.544
H (-1.39303, 2.52361, 3.91015)  0.319
H (0.14606, 2.99591, 4.64209)  0.500
H (-0.51814, 1.39357, 4.94711)  0.349
H (2.54341, 1.24161, 2.63754)  0.276
H (1.94163, 0.66411, 4.19665)  0.371
H (2.19133, 2.39441, 3.92300)  0.614
H (-1.24990, 2.84537, -0.97725)  0.270
H (-0.64204, 3.17028, -2.60321)  0.542
H (0.24896, 2.08447, -1.54834)  0.231
H (-3.50320, 2.20308, -2.05577)  0.307
H (-3.55440, 0.91891, -3.26734)  0.368
H (-2.78999, 2.45734, -3.65600)  0.502
H (0.14249, 0.26531, -3.40522)  0.292
H (-0.75596, 1.41561, -4.39575)  0.631
H (-1.43396, -0.17778, -4.07781)  0.336